(1)
# C28H69N5O14

7 unconnected molecules or ions with the total composition C28H69N5O14 in a non-equilibrium geometry (ωB97M-V/def2-TZVPD, the Open Molecules 2025 dataset).

CARTESIAN COORDINATES (ANGSTROEM)
O 5.9887 -2.4329 -3.6218
C 6.2023 -3.1970 -2.5185
O 5.6682 -2.9061 -1.4290
O 6.9872 -4.1966 -2.6337
H 5.3093 -1.8086 -3.2677
O 3.2391 1.5194 -4.0842
C 3.2572 0.7377 -2.9486
O 2.4348 0.9106 -2.0178
O 4.1281 -0.1705 -2.8618
H 3.7992 0.9792 -4.6655
C 1.9099 5.5513 0.4731
O 2.3759 5.2300 -0.8008
C 1.7289 4.0734 -1.3359
C 2.1056 4.0139 -2.8232
N 1.2598 3.0228 -3.5234
C 1.5772 3.0201 -4.9760
C 1.1123 4.2497 -5.7916
O 1.9357 5.3730 -5.5410
C 1.3511 6.5253 -6.0807
H 0.8527 5.8080 0.5914
H 2.5317 6.4067 0.7457
H 2.1762 4.6915 1.1005
H 0.6679 4.3435 -1.3385
H 2.0144 3.2156 -0.7227
H 3.1903 3.9046 -2.9405
H 1.9293 4.9794 -3.2979
H 1.5906 2.1414 -3.1255
H 1.1810 2.0824 -5.3650
H 2.6668 2.9424 -5.0574
H 0.0622 4.4360 -5.5432
H 1.1397 3.9161 -6.8337
H 2.1393 7.2623 -6.2335
H 0.5588 6.8989 -5.4218
H 0.8300 6.4166 -7.0388
C 3.3458 -2.4189 3.7703
O 2.6188 -1.8059 2.7441
C 1.2664 -1.5631 3.0177
C 0.6413 -0.6010 2.0025
N 0.8749 -0.8014 0.5510
C 0.2941 -2.0843 0.2021
C 0.6225 -2.4796 -1.2573
O 2.0076 -2.3863 -1.4961
C 2.2783 -2.7182 -2.8182
H 4.3743 -2.5615 3.4432
H 2.9842 -3.4382 3.9529
H 3.2819 -1.8228 4.6867
H 1.2516 -1.0024 3.9620
H 0.7124 -2.5023 3.1206
H 1.1104 0.3617 2.2265
H -0.4325 -0.4551 2.1834
H 0.3417 -0.0551 0.0976
H -0.8083 -2.0341 0.2288
H 0.5560 -2.9004 0.8754
H 0.1657 -1.8242 -2.0061
H 0.2487 -3.5067 -1.3554
H 1.7546 -2.0804 -3.5380
H 2.1275 -3.7886 -3.0301
H 3.3528 -2.6986 -2.9958
C 4.2405 1.5913 -7.0710
O 3.7688 0.3789 -6.5355
C 4.7020 -0.6889 -6.7336
C 4.0102 -2.0496 -6.5496
N 3.3109 -2.4842 -7.7773
C 2.5745 -3.7209 -7.5412
C 1.8179 -4.1135 -8.7907
O 0.8231 -5.0928 -8.4637
C -0.1616 -5.2816 -9.4233
H 3.8913 2.3867 -6.4110
H 3.8315 1.7257 -8.0783
H 5.3283 1.6554 -7.1548
H 5.5188 -0.6424 -6.0097
H 5.1290 -0.6345 -7.7393
H 3.2516 -1.9495 -5.7670
H 4.7462 -2.7693 -6.1945
H 2.6854 -1.7819 -8.1472
H 1.7224 -3.5339 -6.8760
H 3.2086 -4.5494 -7.2336
H 2.4687 -4.5517 -9.5540
H 1.3517 -3.2156 -9.2097
H -0.7857 -4.4235 -9.6864
H -0.7763 -6.0551 -8.9543
H 0.2487 -5.7756 -10.3134
C 6.5156 3.6919 -3.8986
C 5.6442 4.4181 -2.9045
C 4.8208 5.5135 -3.6271
O 5.5453 6.3428 -4.5308
C 5.3641 7.7057 -4.2473
N 4.8912 3.4330 -2.1638
H 7.1304 4.3633 -4.5046
H 5.9155 3.1299 -4.6216
H 7.2385 2.9595 -3.5379
H 6.3562 4.8269 -2.1792
H 4.2111 6.0693 -2.9083
H 4.0570 4.9970 -4.2200
H 6.0359 8.3121 -4.8586
H 5.7242 7.8971 -3.2294
H 4.3675 8.1483 -4.3271
H 4.2250 2.9447 -2.7587
H 4.2743 3.8450 -1.4696
C -2.4127 1.2848 -0.1690
C -1.1175 2.0513 -0.3300
C -0.6394 2.6213 1.0225
O -1.2922 3.8000 1.4310
C -0.7830 4.3411 2.6175
N -0.1932 1.1821 -1.0611
H -2.2459 0.4498 0.5180
H -2.7072 0.8346 -1.1171
H -3.2071 1.8522 0.3185
H -1.2275 2.9001 -1.0171
H 0.4530 2.6950 1.0683
H -0.8928 1.8831 1.7922
H -1.4032 5.2292 2.7415
H 0.2635 4.5792 2.4068
H -0.8669 3.6688 3.4774
H -0.5761 1.0056 -1.9786
H 0.6938 1.6611 -1.1314

Force components x, y, z for each atom (eV/Å):
-1.2 1.0 -0.2
1.9 -3.1 2.5
-0.7 0.9 -0.8
-0.4 0.9 -1.2
0.5 0.2 -0.5
1.1 -1.3 0.6
1.6 -3.6 3.1
-0.8 1.9 -1.2
-0.3 1.2 -1.8
0.0 0.1 -0.2
1.4 -0.2 0.2
-0.1 0.3 -0.6
-0.1 1.5 -1.1
-0.7 0.0 -0.2
0.2 1.1 -0.5
0.1 1.1 0.7
-0.3 -1.9 1.1
-0.4 -0.2 -0.9
-0.2 0.6 0.1
-0.1 -0.2 -0.5
-0.2 0.0 0.5
-0.3 0.2 0.6
-0.3 -0.8 0.4
-0.2 -0.3 -0.3
-1.5 -0.2 -0.2
-0.4 0.2 0.5
-0.5 -0.2 -0.1
-0.2 0.2 -0.4
-0.5 0.6 -0.6
-0.1 0.4 0.1
0.2 0.4 -0.3
-0.1 0.1 0.2
0.2 0.2 0.3
0.3 -0.6 -0.2
-0.4 -0.4 -0.3
0.3 0.1 -0.8
0.1 0.3 0.1
1.0 0.9 -1.0
-0.2 -1.4 2.5
-0.2 0.5 -1.8
0.8 0.3 0.9
-0.6 -0.5 0.3
1.3 -0.9 -0.4
0.0 0.4 -0.1
-0.3 0.0 0.3
0.2 -0.1 0.2
-0.5 -0.2 0.3
-0.1 -0.1 0.1
-0.1 0.2 0.0
-0.2 -0.4 0.5
0.5 -0.3 -0.5
-0.3 -0.1 0.1
0.5 0.2 0.0
-0.6 0.1 0.2
0.0 -0.2 -0.5
-0.1 0.0 0.0
-0.9 -0.1 0.0
0.0 0.8 0.3
-0.3 0.3 -0.2
0.6 -0.5 -0.2
-0.3 -1.0 0.2
-0.7 1.2 -0.4
1.1 -1.0 0.0
-1.2 0.7 -0.7
0.0 -0.6 -0.6
0.6 1.1 0.5
-0.1 -1.6 0.2
0.1 0.1 -0.3
0.0 0.2 0.0
0.1 -0.2 0.2
0.0 0.3 0.1
0.0 0.0 -0.1
0.3 0.1 0.4
0.0 -0.2 -0.3
0.0 0.2 0.4
0.4 -0.4 0.9
0.1 0.2 0.4
0.1 0.2 -0.1
-0.2 0.0 -0.1
0.3 0.3 0.1
-0.5 0.2 -0.2
0.0 0.4 -0.3
0.6 -0.4 -1.5
1.2 0.0 0.1
-0.9 -1.1 -0.1
-0.2 0.5 0.2
1.2 0.5 0.7
-0.3 -0.2 0.4
-0.2 0.3 0.1
-0.3 0.0 0.0
-0.4 0.0 0.8
-0.2 0.6 0.0
0.3 0.4 0.1
0.3 0.0 -0.2
0.0 -0.3 -0.4
-0.2 0.1 0.2
-0.3 -0.6 -0.2
1.1 -0.6 0.0
0.5 0.2 0.2
-0.1 -0.3 0.6
-0.5 1.1 -1.0
0.3 -1.6 0.5
-0.6 -0.1 -1.2
0.0 0.1 -0.8
-0.2 0.4 1.6
0.2 -0.1 -0.1
-0.3 0.2 0.0
-0.1 0.3 -0.4
-0.7 0.5 0.5
0.1 0.4 -0.2
0.2 -0.4 0.1
0.4 0.1 0.5
0.1 0.3 0.7
0.0 -0.1 0.0
0.3 0.1 -0.1
0.4 -0.5 -0.6

The charge is -2.



(2)
# C3H6N2O

C3H6N2O in the gas phase (ωB97M-V/def2-TZVPD, the Open Molecules 2025 dataset).

CARTESIAN COORDINATES (ANGSTROEM)
C 2.3333 -0.5514 -0.1168
C 1.0787 -0.1985 -0.3852
C 0.1864 0.6284 0.3642
O 0.0443 1.7611 0.7276
N -1.0863 -0.3419 0.2593
N -2.2741 0.2649 -0.2489
H 2.8657 -0.2279 0.7770
H 2.8829 -1.2087 -0.7835
H -1.2977 -0.8196 1.1335
H -0.2726 -0.8395 -0.5555
H -2.1788 0.3039 -1.2603
H -2.2821 1.2293 0.0884

Force components x, y, z for each atom (eV/Å):
-0.2 0.1 0.1
0.3 -0.2 -0.1
-0.4 0.3 0.1
0.0 -0.5 -0.1
0.2 0.2 0.0
0.2 0.0 0.1
-0.1 0.0 0.0
-0.1 0.0 0.0
0.0 0.1 -0.1
-0.1 0.1 0.1
0.0 0.0 0.1
0.1 -0.1 0.0

Its SMILES is C=C=C([O-])[NH2+]N. As for the relative energy (zero: lowest compared OMol25 entry of this formula, charge and spin): 122.11 kcal/mol.



(3)
# C42H101O24P3

7 unconnected molecules or ions with the total composition C42H101O24P3 in a non-equilibrium geometry (ωB97M-V/def2-TZVPD, the Open Molecules 2025 dataset).

CARTESIAN COORDINATES (ANGSTROEM)
C 6.6720 1.9897 -6.3871
C 5.4561 1.1524 -6.1795
O 4.3687 1.9495 -5.7423
P 2.8822 1.5594 -6.2554
O 2.7768 1.1457 -7.6517
O 2.4519 0.4377 -5.2005
C 1.1915 -0.2580 -5.2471
C 1.3641 -1.6967 -5.7213
O 2.0609 2.8663 -5.8968
C 2.4143 3.6641 -4.7571
C 1.1162 4.1514 -4.1255
H 6.4839 2.5213 -7.3297
H 6.8329 2.7479 -5.6216
H 7.6156 1.4839 -6.5869
H 5.1920 0.4983 -7.0162
H 5.6790 0.3723 -5.4377
H 0.9175 -0.5095 -4.2131
H 0.4519 0.4771 -5.5586
H 2.1295 -2.2357 -5.1684
H 0.3969 -2.1828 -5.5778
H 1.6147 -1.7615 -6.7828
H 3.0586 3.0868 -4.0907
H 3.0543 4.5386 -4.9128
H 0.6925 3.4114 -3.4462
H 1.4183 5.0564 -3.5932
H 0.3120 4.3960 -4.8170
C 6.6354 1.7775 0.1046
C 6.9455 3.1190 -0.4843
O 5.7776 3.9585 -0.3232
P 4.5307 4.0581 -1.2980
O 3.8640 2.8083 -1.7053
O 3.5718 5.0775 -0.4981
C 2.4995 4.5880 0.2735
C 1.1127 5.0837 -0.1048
O 5.0573 4.9261 -2.5098
C 5.7583 6.1658 -2.2881
C 6.8728 6.3330 -3.2951
H 5.6101 1.4586 -0.0992
H 7.1959 0.9614 -0.3575
H 6.7188 1.7959 1.1918
H 7.7820 3.5839 0.0298
H 7.0838 3.0144 -1.5637
H 2.3827 3.5250 0.0179
H 2.7121 4.6707 1.3408
H 0.3003 4.9888 0.6110
H 1.2162 6.1771 -0.1913
H 0.8016 4.7364 -1.0891
H 5.0330 6.9653 -2.4591
H 6.0187 6.2937 -1.2381
H 7.2302 7.3645 -3.3792
H 7.8123 5.8329 -3.0540
H 6.5212 6.1159 -4.3030
C -8.2888 -0.0949 4.4710
C -7.2931 0.4775 3.4777
O -6.2833 -0.5359 3.2647
P -5.9838 -1.3089 1.8976
O -6.9629 -2.3045 1.4722
O -4.5082 -1.8391 2.2244
C -3.6098 -1.0723 3.0645
C -2.2352 -1.3714 2.5017
O -5.7986 -0.0505 0.9251
C -5.1033 -0.1379 -0.3260
C -5.7314 0.8689 -1.3094
H -9.1266 0.5913 4.6150
H -8.6675 -1.0112 4.0222
H -7.8069 -0.2166 5.4380
H -7.7043 0.7341 2.5001
H -6.6774 1.2838 3.8826
H -3.8220 -0.0064 3.1464
H -3.7135 -1.5047 4.0610
H -1.4761 -0.8319 3.0771
H -2.0456 -2.4279 2.7120
H -2.0312 -1.2462 1.4410
H -4.0802 0.1174 -0.0524
H -5.1807 -1.1507 -0.7259
H -5.4520 1.8222 -0.8517
H -5.3395 0.8516 -2.3237
H -6.8177 0.8184 -1.3467
C 7.8779 -1.0381 -2.2774
O 6.8778 -0.9846 -3.2855
C 5.6245 -0.4183 -2.9116
C 5.1028 -0.9642 -1.5703
O 5.0571 -2.3663 -1.5685
C 4.0530 -2.9425 -2.3930
C 4.0577 -4.4533 -2.2409
O 3.7937 -4.7872 -0.8863
C 3.9391 -6.1551 -0.5140
H 8.7014 -1.4566 -2.8680
H 7.7398 -1.7162 -1.4388
H 8.2447 -0.0198 -2.1115
H 4.8817 -0.6055 -3.6867
H 5.8350 0.6583 -2.9234
H 4.1574 -0.4753 -1.3100
H 5.8240 -0.7325 -0.7848
H 4.4133 -2.7927 -3.4180
H 3.0914 -2.4829 -2.1680
H 4.9309 -5.0570 -2.5024
H 3.2147 -4.8010 -2.8563
H 4.9927 -6.4474 -0.5824
H 3.4952 -6.6591 -1.3857
H 3.4485 -6.3901 0.4208
C -2.6645 2.4921 -1.3943
O -1.2846 2.7213 -1.2586
C -0.5063 1.6334 -1.7730
C 0.6642 1.4059 -0.7991
O 0.8343 0.0092 -0.4384
C 1.7923 -0.2053 0.5775
C 2.1222 -1.6932 0.5770
O 1.0933 -2.3575 1.3043
C 1.4910 -3.6487 1.7571
H -3.1677 3.4375 -1.1944
H -3.0583 1.8477 -0.5967
H -2.9990 2.0198 -2.3209
H -0.0260 1.9518 -2.7018
H -1.1611 0.8152 -2.0718
H 0.4708 1.8447 0.1787
H 1.5654 1.7224 -1.3240
H 1.3475 0.0711 1.5376
H 2.7414 0.3322 0.4722
H 3.1070 -1.9244 0.9902
H 2.0303 -2.0534 -0.4522
H 2.5037 -3.6840 2.1489
H 1.2768 -4.4595 1.0494
H 0.6821 -3.8915 2.4537
C -2.1047 2.9605 2.6219
O -3.3771 2.5904 2.2096
C -4.1262 3.7067 1.7307
C -5.6026 3.3759 1.7389
O -6.1897 4.4351 0.9770
C -7.5268 4.1007 0.5314
C -8.4102 3.9653 1.7922
O -9.7519 3.7332 1.3870
C -10.7001 3.8490 2.4507
H -1.4274 2.1099 2.7163
H -2.0687 3.4999 3.5800
H -1.5955 3.6532 1.9352
H -3.8392 3.8878 0.6933
H -3.9386 4.6134 2.3101
H -5.9454 3.4669 2.7712
H -5.7100 2.3625 1.3481
H -7.4379 3.1635 -0.0150
H -7.8209 4.9523 -0.0744
H -8.2842 4.7251 2.5710
H -8.1598 3.0542 2.3593
H -11.5941 3.6603 1.8571
H -10.7250 4.8252 2.9395
H -10.5320 3.0835 3.2142
C -1.7116 -9.0878 9.1585
O -2.3268 -8.4806 8.0395
C -1.6506 -8.7669 6.8438
C -2.3275 -8.0172 5.6910
O -2.0131 -6.6520 5.9832
C -2.5077 -5.7464 4.9791
C -1.4937 -5.3724 3.9162
O -1.5645 -6.2785 2.8169
C -2.0647 -5.6237 1.6735
H -0.8012 -8.5611 9.4472
H -1.6672 -10.1698 9.0069
H -2.4023 -8.9766 9.9982
H -1.6749 -9.8583 6.6948
H -0.5784 -8.5387 6.8405
H -3.4146 -8.0525 5.8147
H -1.9070 -8.3239 4.7313
H -2.8023 -4.9033 5.6106
H -3.4375 -6.1377 4.5562
H -0.4727 -5.3776 4.3007
H -1.7330 -4.3315 3.6766
H -3.0900 -5.2545 1.7777
H -2.2366 -6.3401 0.8611
H -1.3726 -4.9185 1.2077

Force components x, y, z for each atom (eV/Å):
0.1 1.2 -1.6
0.7 -2.3 1.0
-1.3 -0.1 -0.4
0.8 0.1 0.4
-0.2 0.0 0.0
0.5 0.3 0.2
0.7 -0.6 1.9
-0.7 0.6 -1.8
0.7 0.0 -0.5
-0.4 0.0 0.9
0.6 0.0 0.5
0.2 0.4 0.2
-0.2 -0.2 0.2
-0.2 -0.6 0.4
-0.1 0.8 -0.5
-0.2 0.4 0.4
0.2 1.0 0.3
-0.4 -0.7 -0.9
0.0 0.3 0.3
0.1 -0.2 0.0
0.0 0.0 0.0
-0.6 -0.2 0.3
-0.1 -0.1 -1.3
0.2 0.2 0.1
-0.5 0.0 0.3
0.4 0.1 -0.4
-0.5 -1.0 0.3
-1.2 -0.5 -0.9
-0.2 0.5 0.6
-0.5 0.2 0.4
0.6 0.4 0.1
0.9 0.3 -0.9
-1.6 -2.7 0.4
0.7 2.5 -0.6
0.1 -0.3 0.1
-0.6 1.0 -0.2
0.7 0.5 0.0
-0.1 0.5 -0.2
0.5 0.3 0.4
0.3 -0.2 0.0
-0.1 0.3 -0.3
0.6 0.1 0.1
0.6 -0.1 0.6
0.1 0.3 -0.1
0.3 -0.7 0.3
-0.2 0.0 -0.2
0.0 -0.2 0.1
-0.1 -0.1 -0.1
0.5 -0.4 -0.1
-0.5 0.2 0.4
-0.3 -0.7 -0.1
0.0 -0.5 0.1
-0.1 0.8 -0.6
0.8 -0.6 0.1
0.1 -0.7 -0.4
0.5 1.0 1.2
0.4 -0.1 -0.2
-1.3 0.3 -0.4
0.5 -0.5 -0.5
0.7 -0.5 1.1
-0.4 -0.1 0.1
-0.6 -0.3 -0.6
0.6 0.4 1.2
0.0 0.0 -0.1
0.0 -0.2 0.4
0.0 -0.4 0.0
-0.3 0.2 0.2
-0.6 0.4 -0.1
-0.3 0.0 -0.5
0.1 0.1 0.0
0.0 0.1 -0.1
0.1 0.0 -0.2
-0.5 0.4 -0.1
0.2 -0.2 -0.6
0.2 -0.1 0.1
-0.3 0.4 -0.4
0.2 -0.3 0.1
0.0 -0.3 0.1
1.1 0.1 -2.3
-0.8 -1.0 0.2
0.6 0.3 0.6
0.8 0.4 -0.4
-0.4 -0.4 0.5
2.1 -0.4 -0.3
-1.1 -0.8 1.3
-0.4 0.8 1.4
0.2 0.6 -2.9
0.1 -0.2 0.4
-0.5 0.4 0.3
-0.3 0.0 1.0
0.2 -0.2 -0.2
-0.8 0.2 0.5
-0.2 -0.1 -0.1
-0.2 0.1 0.0
-0.8 0.3 -0.3
-0.2 -0.2 -0.3
0.5 0.8 -0.6
0.1 -0.2 -0.2
0.1 0.0 0.7
-0.4 -0.8 0.6
0.0 0.2 0.1
-0.7 0.1 1.1
-0.1 -0.5 -0.6
0.5 0.8 0.2
-0.3 -2.1 0.4
0.0 0.3 -1.0
0.1 -0.6 0.0
-1.3 0.0 -0.1
0.9 -0.4 0.3
-2.2 -0.1 -0.1
0.0 0.1 -0.6
0.4 -0.2 0.1
0.3 0.4 -0.3
-0.3 0.0 -0.1
0.3 -0.5 0.7
0.0 1.1 -0.3
0.3 0.4 0.5
0.1 0.0 0.2
-0.2 0.4 -0.5
0.0 0.1 0.0
0.5 0.1 -0.1
0.0 0.0 0.2
0.8 0.3 -0.7
0.7 0.1 0.9
1.5 0.7 0.3
-0.6 0.1 0.1
0.3 -0.4 -0.3
0.8 1.2 0.3
-0.5 -0.9 -0.3
1.0 0.6 1.9
-0.5 -1.7 -0.1
0.3 1.2 0.5
0.2 -0.6 -1.3
-0.4 -0.3 -0.1
-0.4 -0.2 0.1
-0.3 -0.1 -0.4
0.1 0.2 0.0
0.1 0.0 0.1
-0.2 -0.5 0.1
-0.5 0.1 -0.1
-0.6 0.0 -0.2
-0.3 -0.2 -0.2
-0.1 0.8 -0.7
0.5 0.0 -0.2
-0.5 0.1 0.9
0.1 0.2 -0.2
-0.1 -0.1 0.0
-1.3 0.3 0.3
0.3 0.3 0.2
-0.4 -0.9 -0.8
0.7 0.7 1.9
0.1 0.1 -1.3
0.1 -0.2 1.8
-0.4 -0.2 0.5
0.0 0.9 -0.3
-0.6 -1.0 -1.4
0.4 -0.5 -0.2
0.8 0.0 -0.1
0.0 0.2 -0.1
-0.2 0.0 -0.3
0.0 0.5 0.3
0.0 -0.8 -0.6
-0.4 -0.1 -0.1
0.2 0.4 -0.5
0.1 0.0 -0.3
-0.1 -0.1 0.2
0.1 -0.1 -0.7
0.3 0.7 0.6
0.4 -0.5 0.3
0.0 0.5 0.5

Its SMILES is CCOP(=O)(OCC)OCC.CCOP(=O)(OCC)OCC.CCOP(=O)(OCC)OCC.COCCOCCOC.COCCOCCOC.COCCOCCOC.COCCOCCOC. As for the relative energy (zero: lowest compared OMol25 entry of this formula, charge and spin): 60.86 kcal/mol.



Here are the calculated HOMO energy numbers, same order: -0.89 -8.59 -9.22 (eV).
Here are the calculated gap between HOMO and LUMO numbers, same order: 4.683 9.069 9.750 (eV).
Here are the calculated LUMO level numbers, same order: 3.8 0.5 0.5 (eV).